1.
ORCA calculation (ωB97M-V/def2-TZVPD) on 2 unconnected molecules or ions with the total composition C5H5ClN2S at a distorted geometry.

Each line ends with the natural charge from an NBO analysis.
Atoms and positions in Å:
Cl: -2.505876 -0.034231 -0.402884  0.103
S: 1.811748 0.285395 -1.740979  0.602
N: 2.115995 -1.526454 -0.132452  -0.179
N: 2.610298 -1.002352 -1.112064  -0.358
C: 0.939225 -0.998133 0.228857  -0.005
C: -1.373474 1.140094 -0.648288  0.018
C: 0.215646 -1.509310 1.471285  -0.637
C: 0.600200 0.065257 -0.549505  -0.223
C: -1.467322 2.462695 -0.685985  -0.471
H: 0.060485 -0.940582 2.335166  0.227
H: -0.646527 3.255984 -0.819206  0.245
H: 0.771406 -2.459194 1.680993  0.234
H: -2.392321 2.945393 -0.670545  0.223
H: -0.739481 -1.684564 1.045611  0.220

Force components x, y, z for each atom (eV/Å):
-0.923 -0.547 -0.031
-1.472 0.056 0.694
-0.786 -2.047 2.373
3.849 0.726 -3.488
-1.580 1.852 2.239
4.435 -0.149 0.620
1.481 -2.011 -2.611
-3.235 2.485 -1.115
2.560 0.221 -0.540
0.439 1.345 1.023
-0.836 -1.995 0.296
-0.921 0.659 0.228
-1.743 0.276 0.091
-1.268 -0.871 0.222

Output
LUMO level = -0.303 eV
Energy relative to the best compared isomer or geometry (same formula, charge and spin) = 319.2 kJ/mol
Strongest force on any atom = 0.1020 hartree/bohr

=====

2.
ORCA calculation (ωB97M-V/def2-TZVPD) on a molecular structure, C39H45CoN5O2Se.

Each line ends with the Löwdin spin population.
Atoms and positions in Å:
Se: 0.128264 2.768632 -1.092543  0.030
Co: 0.082335 0.439291 0.281412  0.953
O: 3.442266 -1.601956 -0.521007  0.011
O: -3.099507 0.295157 -1.959599  -0.004
N: 1.903982 -0.226738 0.555097  -0.017
N: 0.214545 -0.526552 -1.282190  -0.008
N: -1.831074 0.169275 0.009730  0.001
N: 0.080578 1.794063 -3.787057  0.006
N: 2.028360 1.571951 -2.847873  0.005
C: 3.199849 0.369939 -4.744598  0.001
C: 0.645742 0.658957 -5.976478  0.001
C: 1.695555 0.024030 -6.621630  0.001
C: -5.450840 -1.394033 -0.880988  0.000
C: 3.905306 1.778977 1.650164  0.000
C: -0.901817 -0.630201 -1.992853  0.000
C: 1.408175 -1.987987 -2.661004  0.000
C: -4.811159 0.748491 2.931441  0.002
C: -1.294228 1.956677 2.274113  0.003
C: 1.597965 -3.842267 1.955142  0.000
C: 2.502499 -0.376189 1.845333  -0.001
C: -4.242392 -1.602467 0.029849  0.000
C: -0.749188 1.875391 3.698104  0.000
C: 2.057815 -1.462809 2.619726  -0.003
C: 1.008400 -2.440051 2.118212  0.002
C: 2.374672 -1.007229 -0.441340  0.003
C: -4.991507 -0.179993 1.924377  0.000
C: -4.382917 -2.897658 0.837639  0.000
C: 3.450015 0.519445 2.360214  -0.003
C: 2.948350 -0.116939 -6.017476  0.001
C: -2.097843 0.029113 -1.309426  0.000
C: 1.339524 -1.172743 -1.544500  0.000
C: -2.602099 1.210022 2.070822  0.002
C: -4.016994 -0.425604 0.963837  0.001
C: -2.839991 0.351335 0.977784  0.000
C: 0.277289 -2.079407 -3.466280  -0.001
C: -1.329871 2.070937 -3.993241  0.001
C: -0.227974 -2.452971 3.018943  0.001
C: 0.899499 1.145743 -4.704146  0.000
C: 3.965863 0.280027 3.630379  0.000
C: 2.147830 1.001812 -4.103673  0.000
C: 3.552658 -0.798150 4.393420  -0.003
C: 0.773747 2.030406 -2.653981  0.011
C: 4.397704 1.562747 0.222883  0.000
C: 2.817317 2.852065 1.718005  -0.001
C: 2.594034 -1.655935 3.888227  0.001
C: -0.897966 -1.403272 -3.140032  0.000
C: -3.598999 1.408448 3.017602  0.000
C: -1.394542 3.401993 1.796287  0.000
H: 2.588793 3.102969 2.755508  0.000
H: -0.974332 -3.149510 2.631573  0.000
H: 4.757569 2.148875 2.228482  0.000
H: 4.887223 2.465249 -0.148681  0.000
H: -0.324482 0.762636 -6.442409  0.000
H: 0.676202 -2.112445 1.131842  0.003
H: 1.899491 -4.253907 2.920843  0.000
H: -1.890936 1.136416 -4.033633  0.000
H: -0.509614 1.466223 1.661397  0.000
H: -1.375303 2.440260 4.389094  0.000
H: 0.860066 -4.519416 1.520164  0.000
H: 1.903303 2.506549 1.232663  -0.001
H: 0.302647 -2.705038 -4.349502  0.000
H: 3.739231 -0.621300 -6.555745  0.000
H: 5.090507 0.724591 0.154974  0.000
H: 0.254604 2.301183 3.736350  0.000
H: -1.687770 2.657553 -3.152403  0.001
H: 1.541888 -0.373005 -7.615768  0.000
H: 2.318324 -2.533514 -2.865176  0.000
H: 3.974837 -0.965314 5.376009  0.000
H: 0.021472 -2.761915 4.035664  0.000
H: 4.164383 0.253170 -4.269596  0.000
H: -5.317823 -0.510273 -1.501484  0.000
H: 2.259472 -2.496730 4.484135  0.000
H: -6.362052 -1.273842 -0.290593  0.000
H: -0.699908 0.844004 4.048236  0.000
H: -3.362513 -1.728721 -0.597782  0.000
H: -3.531741 -3.039337 1.506277  0.000
H: -0.426472 3.905424 1.846071  0.000
H: 3.544620 1.344095 -0.416637  0.000
H: -4.439946 -3.756917 0.166214  0.000
H: 3.131211 3.763120 1.203492  0.000
H: -5.591987 -2.260804 -1.530503  0.000
H: -5.907411 -0.757966 1.896068  0.000
H: -3.422908 2.091610 3.838753  0.000
H: -1.800503 -1.490976 -3.729086  0.000
H: 4.706120 0.965432 4.026909  0.000
H: -0.691126 -1.464541 3.074062  0.000
H: 2.476367 -3.821120 1.309091  0.000
H: -2.092867 3.939034 2.441775  0.000
H: -1.775350 3.456051 0.777115  0.000
H: 2.739472 1.630309 -2.133539  0.000
H: -1.457355 2.629022 -4.919957  0.000
H: -5.288250 -2.894237 1.447228  0.000
H: -5.586382 0.923276 3.665682  0.000

Force components x, y, z for each atom (eV/Å):
0.093 0.151 0.025
-0.166 -0.073 0.170
-0.023 -0.028 0.052
-0.035 -0.068 0.051
0.038 0.270 -0.155
-0.139 -0.474 0.163
0.044 0.060 -0.204
0.042 0.030 0.025
0.054 0.065 0.049
-0.035 0.001 0.007
0.012 -0.006 0.021
-0.005 -0.010 -0.005
-0.028 -0.009 -0.005
0.070 0.026 0.067
0.038 -0.034 0.037
0.030 0.080 -0.012
0.016 0.013 0.010
-0.037 -0.083 -0.121
0.003 -0.009 0.016
-0.064 -0.117 -0.025
0.055 -0.017 0.003
-0.012 -0.018 0.018
0.001 0.011 0.044
0.012 0.006 -0.033
0.005 -0.035 -0.052
-0.015 -0.007 -0.010
-0.010 -0.005 0.011
-0.011 -0.011 -0.001
0.011 -0.024 -0.004
0.063 -0.047 -0.001
0.001 0.082 -0.020
-0.012 0.007 0.008
-0.040 0.048 0.003
0.003 0.008 0.052
-0.003 -0.011 -0.040
-0.007 -0.011 -0.085
-0.010 0.003 -0.001
0.041 -0.007 -0.031
-0.034 0.024 0.015
0.025 0.020 -0.070
0.006 0.004 -0.008
-0.025 0.023 0.060
-0.049 0.041 -0.076
-0.024 0.005 -0.017
-0.001 -0.005 -0.006
0.013 0.064 0.031
-0.010 0.003 -0.023
0.001 0.010 0.038
-0.008 -0.002 0.005
0.000 -0.003 -0.005
0.012 -0.009 -0.019
0.019 0.012 0.019
-0.011 0.006 0.007
0.009 -0.022 0.017
0.003 0.000 0.006
-0.015 0.071 0.012
0.181 0.090 0.076
-0.001 0.003 0.000
-0.005 -0.004 -0.002
0.011 -0.005 -0.008
-0.003 -0.003 0.002
0.005 0.001 -0.002
-0.012 -0.007 -0.006
0.010 -0.002 -0.004
-0.025 -0.024 -0.004
0.002 0.000 -0.007
0.003 -0.008 -0.012
-0.006 0.006 0.007
0.001 -0.004 0.009
0.004 -0.008 0.004
0.001 0.001 0.011
-0.001 -0.004 0.007
-0.005 -0.008 0.003
0.006 -0.006 -0.006
-0.026 -0.004 0.004
0.005 0.002 -0.005
0.005 -0.004 -0.007
0.004 -0.045 -0.032
0.000 -0.002 -0.008
0.013 0.008 0.012
0.008 0.001 -0.013
-0.006 0.002 -0.001
-0.003 0.002 0.006
-0.002 -0.025 -0.007
0.009 -0.002 0.003
-0.001 0.012 -0.006
-0.004 0.008 -0.011
0.001 0.001 0.002
-0.018 0.001 0.011
-0.053 0.010 -0.034
0.019 0.011 -0.001
-0.002 0.006 0.006
-0.002 0.003 0.004

Output
LUMO level (spin up / spin down) = -0.208 / -0.226 eV
Spin multiplicity = 2
Energy relative to the best compared isomer or geometry (same formula, charge and spin) = 0.0 kJ/mol
Strongest force on any atom = 0.0101 hartree/bohr

=====

> Number 2 is which compound?

C39H45CoN5O2Se

=====

> Among the records above, which one has the highest energy relative to the best compared isomer or geometry (same formula, charge and spin)?

C5H5ClN2S

=====

> What is the formula in the first record?

C5H5ClN2S